38
Properties=species:S:1:pos:R:3 method="wB97M-V/def2-TZVPD" total_charge=-1 e_tot_ev=-23621.52342 molar_mass_da=213.009 e_above_lowest_kcal_mol=35.1 homo_energy_ev=-6.764
B 0.7880 0.1454 -0.8537
H 1.6960 0.3764 -0.0987
H 0.1000 1.1284 -1.0067
H 1.2350 -0.2096 -1.9677
H 0.1390 -0.7166 -0.3597
O 1.6500 3.8484 0.0173
H 2.2360 3.1804 -0.2447
H 1.3970 3.5104 0.8673
O -0.9390 3.9464 -1.7367
H -0.5460 3.2644 -1.2587
H -0.2570 4.5794 -1.5307
O 4.3910 -0.6406 1.8393
H 3.9530 -0.9376 1.0613
H 4.2190 0.2894 1.8333
O 1.1540 -1.8156 2.3543
H 1.2810 -1.8586 1.4083
H 1.1200 -2.7896 2.5943
O -1.7230 -0.3286 -2.9897
H -0.9890 -0.2996 -2.3337
H -1.5600 -1.1886 -3.3937
O -2.0500 -2.7746 -1.2817
H -2.3440 -2.0206 -0.8337
H -1.1110 -2.7656 -1.0907
O -2.7390 2.1344 -0.0917
H -2.6580 2.7994 0.5713
H -2.3730 2.5644 -0.8597
O -2.9130 -0.4246 -0.1817
H -2.6730 0.5334 -0.2627
H -3.4550 -0.4286 -0.9797
O 2.9100 -2.1866 0.0173
H 2.6870 -2.9126 -0.4897
H 2.6210 -1.5766 -0.6357
O -1.4200 -2.3126 1.9043
H -0.5870 -2.0106 1.5363
H -1.4170 -3.2816 1.8633
O -0.5720 0.7044 2.3683
H -1.0080 -0.0226 2.7683
H -0.2430 0.4954 1.4773